Here is 8 unconnected molecules or ions with the total composition C24H46FNO15S3 in a non-equilibrium geometry from the Open Molecules 2025 dataset. Energies are from the ωB97M-V functional and the def2-TZVPD basis.

Kohn-Sham gap ... 9.29 eV
E_LUMO ... 0.32 eV
Total charge ... 0
2S+1 ... 1

Last column: Löwdin charge in e.
Geometry (Å):
N1 -24.338335 -10.582196 26.818262  0.309
H1 -24.058823 -10.494998 27.816374  0.111
H2 -24.202000 -11.465949 26.577356  0.035
H3 -23.883611 -10.068143 26.083098  0.089
H4 -25.402169 -10.379723 26.878955  0.163
F1 -25.279195 -11.069259 29.365756  -0.611
C1 -22.028502 -5.866856 24.206616  0.014
C2 -21.200810 -7.125524 24.227735  -0.305
C3 -21.154731 -7.804326 25.552044  -0.087
O1 -21.694835 -9.114924 25.294516  0.045
C4 -22.015575 -9.150744 23.992889  -0.618
O2 -22.684894 -10.092559 23.520411  0.091
O3 -21.854734 -8.067051 23.365748  0.130
H5 -21.570995 -5.148235 24.614176  0.000
H6 -22.999363 -6.240820 24.880672  0.169
H7 -22.243885 -5.569655 23.180369  0.097
H8 -20.152893 -6.947765 23.754416  0.187
H9 -21.478197 -7.313625 26.401404  0.110
H10 -20.110303 -8.093885 25.578025  0.118
C5 -21.688337 -10.414154 32.309523  -0.039
C6 -22.143652 -10.348360 30.758116  -0.207
C7 -23.127617 -8.979711 30.815535  -0.046
O4 -22.410121 -8.204186 29.777247  0.039
C8 -21.336322 -8.836268 29.213417  -0.510
O5 -20.624991 -8.324288 28.367577  0.120
O6 -21.047940 -9.946664 29.922927  0.045
H11 -20.747594 -10.967187 32.270846  0.068
H12 -22.507714 -10.498401 33.077912  0.107
H13 -21.276114 -9.453492 32.535572  0.053
H14 -22.907723 -11.269739 30.422114  0.168
H15 -23.327773 -8.282077 31.650081  0.133
H16 -24.090420 -9.324947 30.724920  0.048
C9 -28.550221 -7.144416 30.821875  -0.042
C10 -27.174921 -7.650196 30.509577  -0.253
C11 -26.996536 -7.921581 29.005589  -0.185
O7 -25.993242 -7.219817 28.478341  0.087
C12 -25.568406 -6.339913 29.365245  -0.484
O8 -24.780111 -5.424815 29.086437  0.099
O9 -26.146321 -6.604408 30.619996  0.037
H17 -28.996123 -6.103249 30.508300  0.132
H18 -28.796743 -6.938284 31.828272  0.046
H19 -29.242278 -7.993453 30.468192  0.121
H20 -26.696984 -8.474305 31.137486  0.176
H21 -27.817733 -7.833418 28.514118  0.054
H22 -26.770224 -8.949627 28.856708  0.117
C13 -18.489644 -10.750225 26.255515  -0.226
C14 -18.360281 -11.666662 27.405070  -0.245
C15 -19.584226 -12.325085 27.743384  -0.223
S1 -20.424439 -12.526244 26.199101  0.725
O10 -21.694609 -11.913722 26.180226  -0.309
O11 -20.277428 -13.984458 25.854166  -0.335
C16 -19.371527 -11.416845 25.254014  -0.218
H23 -17.578034 -10.428631 25.813392  0.116
H24 -19.142371 -9.788361 26.432032  0.132
H25 -17.868785 -11.250805 28.180781  0.097
H26 -17.656257 -12.349897 26.915255  0.142
H27 -20.074234 -11.742669 28.419083  0.065
H28 -19.502414 -13.419124 28.061804  0.136
H29 -19.754800 -10.886478 24.395391  0.114
H30 -18.665786 -12.054171 24.878276  0.068
C17 -22.371621 -16.047688 30.382769  -0.147
C18 -23.374266 -14.942720 31.029402  -0.144
C19 -23.964599 -13.964375 29.891081  -0.233
S2 -23.706373 -14.837899 28.347004  0.549
O12 -23.461751 -13.943195 27.377746  -0.273
O13 -24.763733 -15.819000 28.234233  -0.302
C20 -22.194779 -15.524628 28.880887  -0.250
H31 -22.890465 -17.052236 30.287544  0.134
H32 -21.454748 -15.746958 30.772745  0.065
H33 -22.608068 -14.132383 31.612803  0.167
H34 -24.181759 -15.437891 31.368857  0.045
H35 -23.296960 -13.107720 29.751587  0.050
H36 -24.987068 -13.609502 29.948148  0.090
H37 -21.433591 -14.751382 28.737593  0.086
H38 -21.968701 -16.398770 28.247792  0.113
C21 -27.098572 -5.558983 23.978635  -0.299
C22 -26.789772 -6.517950 22.932222  -0.200
C23 -27.236463 -7.871451 23.548068  -0.201
S3 -26.880834 -7.754983 25.293746  0.696
O14 -25.669627 -8.424627 25.623340  -0.321
O15 -28.145002 -8.079420 26.019433  -0.327
C24 -26.699706 -6.001476 25.321873  -0.230
H39 -28.278790 -5.250913 23.945776  0.179
H40 -26.752491 -4.607023 23.630445  0.110
H41 -25.696773 -6.577080 22.811352  0.134
H42 -27.408174 -6.363815 22.077213  0.117
H43 -26.475948 -8.725370 23.349681  0.134
H44 -28.178623 -8.336742 23.573711  0.083
H45 -25.663235 -5.646968 25.292567  0.119
H46 -27.020739 -5.628162 26.234866  0.091

Force components x, y, z for each atom (eV/Å):
-3.25 4.17 1.95
-0.11 0.12 -0.09
0.63 -5.55 -1.04
0.36 0.99 0.06
2.26 -0.33 -0.32
0.67 0.45 -0.46
-5.39 -6.69 -1.47
1.03 2.03 -2.19
3.35 -2.41 -2.04
-0.66 0.53 0.10
-4.93 -5.64 0.12
2.27 1.79 1.10
1.31 2.49 -1.28
3.38 5.64 3.66
2.04 1.66 -2.03
-0.47 -0.22 0.09
-1.64 -0.26 0.96
-1.03 0.71 1.59
0.47 0.67 1.42
0.45 0.12 -2.14
-3.71 1.34 3.57
3.87 -0.67 -0.81
-1.07 -0.44 -0.92
0.03 1.97 1.12
-1.33 -1.41 1.19
-0.70 -1.22 -0.30
-0.55 -1.15 1.08
0.94 -0.99 -1.07
0.06 1.08 -0.12
2.56 2.48 0.30
1.69 -0.45 0.33
-2.47 -0.75 -2.35
-2.59 0.11 -0.69
2.68 1.01 -0.69
1.35 -4.56 3.71
2.10 2.25 -0.92
1.84 2.80 0.91
-2.31 -2.68 1.34
0.94 1.23 -1.33
1.61 -1.94 -0.96
0.36 -0.79 1.74
0.65 1.45 0.49
-1.57 0.80 -0.64
-5.42 1.42 -3.17
0.44 -1.30 0.17
-4.01 4.87 0.05
2.69 -1.24 -3.06
-0.51 -3.96 -0.58
0.67 -2.98 -1.46
-2.30 0.61 0.38
-0.12 3.49 0.44
0.58 -1.26 -0.02
0.86 0.15 -0.17
1.66 -1.22 0.74
1.51 1.41 2.73
0.18 -0.74 0.73
-2.11 1.39 1.79
0.14 1.65 0.03
-0.79 0.25 0.38
1.46 -2.39 -1.86
-3.31 2.46 -3.02
4.42 3.99 -2.65
1.51 -1.06 0.07
-2.69 -4.38 7.31
1.26 5.56 -6.99
0.62 -0.26 -0.24
0.45 -2.29 0.43
1.46 1.04 0.88
1.71 -1.41 1.33
-2.80 -2.72 -0.45
-2.36 -1.19 2.65
-0.34 0.00 0.22
-0.10 -0.02 0.27
-0.13 -0.18 0.18
0.12 0.53 -0.06
-5.77 3.87 -0.37
-0.35 -3.10 0.63
4.11 -2.21 0.45
-3.72 0.49 0.99
1.23 -0.82 0.44
2.40 0.37 -1.00
3.03 0.14 -0.85
2.29 -1.29 0.11
0.91 0.79 0.56
-0.44 0.04 -0.66
0.34 0.40 -1.01
-1.31 1.25 -0.43
-1.65 0.24 -0.83
0.57 -1.06 0.63
-1.51 0.89 1.30

---

Here is a molecular structure, C44H67BN9O3Ta in a non-equilibrium geometry from the Open Molecules 2025 dataset. Energies are from the ωB97M-V functional and the def2-TZVPD basis.

Kohn-Sham gap ... 7.59 eV
E_LUMO ... -5.33 eV
Total charge ... +2
2S+1 ... 1

Last column: Löwdin charge in e.
Geometry (Å):
Ta1 0.143939 0.195137 -0.599729  1.865
C1 -1.989844 3.124309 3.522058  -0.065
C2 -1.176313 2.515214 2.378207  -0.355
C3 0.229027 3.118084 2.383666  -0.043
C4 -1.186691 1.002825 2.465267  -0.228
C5 -1.634537 0.285130 3.555983  0.023
C6 -1.689586 -1.050766 3.186911  -0.155
C7 -2.251405 -2.085838 4.162537  -0.323
C8 -2.396233 -3.549390 3.764205  -0.061
C9 -3.630649 -1.583407 4.630903  -0.050
N1 -1.243072 -1.127972 1.913429  0.058
N2 -0.926235 0.139725 1.454377  -0.031
B1 -1.092071 -2.328670 0.920531  -0.465
N3 0.416352 -2.549789 0.526881  0.053
N4 0.966946 -1.790362 -0.494320  -0.041
C10 2.188067 -2.318434 -0.785214  -0.215
C11 2.408141 -3.370419 0.077931  0.048
C12 1.291491 -3.492029 0.898633  -0.176
C13 1.244917 -4.426110 2.081707  -0.321
C14 0.242202 -5.576199 1.970980  -0.039
C15 1.144947 -3.626515 3.387581  -0.032
C16 3.245941 -1.884541 -1.774349  -0.338
C17 4.129406 -0.791710 -1.162562  -0.042
C18 2.772316 -1.478604 -3.168292  -0.048
N5 -1.899191 -1.994180 -0.380639  0.071
N6 -1.816572 -0.728265 -0.946943  -0.038
C19 -2.846437 -0.607316 -1.817950  -0.236
C20 -3.513697 -1.811011 -1.873350  0.046
C21 -2.911046 -2.664167 -0.962758  -0.167
C22 -3.472579 -4.024627 -0.648282  -0.331
C23 -2.472314 -5.126103 -0.300533  -0.051
C24 -4.566286 -3.878766 0.422802  -0.032
C25 -3.442895 0.668906 -2.372508  -0.319
C26 -4.029889 1.443852 -1.171138  -0.038
C27 -2.589522 1.558098 -3.282543  -0.051
H1 -2.089435 4.199199 3.367442  0.087
H2 -2.991852 2.697673 3.581917  0.089
H3 -1.493090 2.972972 4.484113  0.089
H4 -1.659217 2.784314 1.441528  0.111
H5 0.811015 2.744347 3.231408  0.097
H6 0.761271 2.895255 1.465498  0.033
H7 0.161865 4.204787 2.476236  0.088
H8 -1.910436 0.682869 4.518843  0.119
H9 -1.575442 -2.050375 5.021140  0.146
H10 -3.101703 -3.681587 2.946276  0.062
H11 -1.456530 -4.016121 3.501240  0.036
H12 -2.794806 -4.089735 4.624436  0.098
H13 -4.299535 -1.462198 3.774770  0.094
H14 -4.075437 -2.314688 5.306688  0.088
H15 -3.578066 -0.632918 5.159652  0.074
H16 -1.518612 -3.316311 1.412724  0.098
H17 3.280931 -4.006042 0.094099  0.135
H18 2.230286 -4.893458 2.077839  0.137
H19 -0.784468 -5.245788 2.070248  0.032
H20 0.341664 -6.086613 1.011157  0.094
H21 0.441699 -6.301845 2.760267  0.096
H22 0.301936 -2.938513 3.384284  0.053
H23 1.040252 -4.305095 4.236264  0.098
H24 2.052707 -3.040279 3.547175  0.082
H25 3.859415 -2.780166 -1.880384  0.138
H26 3.520356 0.067406 -0.873567  0.046
H27 4.663627 -1.156369 -0.281119  0.088
H28 4.871545 -0.459709 -1.891190  0.094
H29 2.508036 -0.421801 -3.200469  0.051
H30 3.581374 -1.638768 -3.882677  0.096
H31 1.911936 -2.061224 -3.500909  0.084
H32 -4.379706 -2.038903 -2.475606  0.137
H33 -3.974037 -4.315257 -1.572915  0.139
H34 -2.298862 -5.173983 0.770615  0.047
H35 -2.882420 -6.090865 -0.601621  0.094
H36 -1.513172 -4.995147 -0.807578  0.090
H37 -4.184736 -3.339266 1.290875  0.060
H38 -5.427049 -3.329655 0.038765  0.088
H39 -4.905912 -4.863157 0.751426  0.096
H40 -4.286596 0.331168 -2.972879  0.139
H41 -3.286382 1.607118 -0.384337  0.061
H42 -4.426049 2.408409 -1.494073  0.091
H43 -4.848946 0.886362 -0.716116  0.095
H44 -1.566131 1.675318 -2.938123  0.030
H45 -2.521111 1.145021 -4.288882  0.092
H46 -3.057114 2.542044 -3.369903  0.095
O1 1.854480 -0.501511 1.887125  -0.053
H47 2.613963 -1.086248 1.985105  0.059
H48 1.734381 -0.059612 2.734687  0.073
O2 -0.910222 2.339089 -0.709741  -0.100
H49 -1.702984 2.372549 -1.263242  0.041
H50 -0.294579 3.006692 -1.059908  0.047
C28 4.663684 5.208652 0.062905  0.040
N7 4.014649 3.969810 0.507712  -0.027
N8 2.891366 3.468038 -0.105126  0.082
C29 2.715898 2.175365 0.290447  -0.390
O3 1.694201 1.509525 -0.081986  -0.214
C30 3.769844 1.864947 1.157881  0.068
C31 4.557322 2.991392 1.254000  -0.220
C32 5.803813 3.212053 2.041891  0.013
C33 1.977822 4.276459 -0.846135  -0.191
C34 1.456273 3.761627 -2.025104  -0.046
C35 0.574243 4.529539 -2.773486  -0.058
C36 0.223619 5.806820 -2.346791  -0.043
C37 0.744055 6.303647 -1.158840  -0.036
C38 1.618294 5.536835 -0.398412  -0.010
H51 4.396302 5.408710 -0.970066  0.107
H52 5.739353 5.070496 0.123453  0.101
H53 4.377397 6.055627 0.681772  0.101
H54 3.937377 0.923659 1.644677  0.114
H55 5.904176 2.435575 2.796374  0.096
H56 5.787962 4.181143 2.539718  0.098
H57 6.686937 3.176427 1.400080  0.102
H58 1.757650 2.773780 -2.346221  0.097
H59 0.182071 4.136667 -3.705263  0.115
H60 -0.446641 6.414223 -2.940838  0.120
H61 0.468496 7.292707 -0.816276  0.121
H62 1.997104 5.918081 0.541715  0.123
N9 0.430135 0.403032 -2.346379  -0.144
C39 0.312013 0.334041 -3.756738  -0.398
C40 -0.378106 -0.744415 -4.301438  -0.061
C41 -0.525809 -0.857751 -5.674680  -0.057
C42 0.017601 0.106238 -6.517243  -0.064
C43 0.721635 1.171859 -5.973194  -0.057
C44 0.876464 1.281682 -4.595435  -0.047
H63 -0.797687 -1.488123 -3.632332  0.112
H64 -1.061905 -1.702804 -6.088682  0.114
H65 -0.101057 0.022750 -7.589915  0.113
H66 1.162068 1.919082 -6.621249  0.112
H67 1.456659 2.097133 -4.182877  0.089

Force components x, y, z for each atom (eV/Å):
0.71 1.24 -1.12
-0.03 -0.03 0.00
0.12 -0.10 0.12
-0.02 0.04 0.02
-0.09 -0.05 -0.34
0.07 -0.02 0.30
-0.01 -0.15 0.07
-0.10 0.08 -0.21
-0.02 0.02 0.04
-0.01 -0.01 0.02
-0.05 0.07 -0.20
0.14 0.01 0.41
-0.01 0.04 0.16
-0.11 0.08 -0.08
-0.19 0.25 0.14
0.01 0.03 0.04
0.08 -0.20 0.07
0.27 0.10 0.00
-0.19 0.00 -0.05
0.07 0.01 -0.05
0.05 -0.07 0.01
-0.18 0.17 -0.01
0.01 -0.02 0.05
0.00 -0.01 0.03
-0.06 0.06 -0.02
0.00 0.07 -0.01
0.10 0.00 0.00
-0.16 -0.13 -0.14
-0.07 0.06 0.09
0.06 0.02 0.11
-0.01 -0.04 -0.05
0.00 -0.04 -0.02
0.18 0.13 0.21
0.01 0.00 -0.12
-0.13 -0.04 -0.09
0.02 -0.03 0.01
0.03 0.02 -0.01
-0.03 0.02 -0.04
-0.03 0.02 -0.05
-0.02 0.03 -0.03
0.01 -0.04 0.04
0.01 -0.04 0.01
-0.06 -0.03 -0.13
0.04 0.03 0.04
0.01 -0.01 -0.01
0.04 -0.03 -0.03
0.01 0.02 -0.02
0.02 -0.02 0.04
0.02 0.04 -0.01
0.00 -0.02 -0.05
0.10 0.14 -0.08
-0.06 0.05 0.02
0.06 -0.01 -0.04
-0.04 0.02 0.02
0.00 0.01 0.04
-0.01 0.02 -0.01
0.02 0.00 0.00
-0.01 0.03 -0.03
-0.03 0.00 -0.01
0.02 -0.03 -0.02
0.09 -0.08 -0.09
-0.06 0.05 -0.01
-0.02 -0.02 0.03
0.08 -0.19 0.00
-0.01 0.01 0.04
0.05 0.03 0.01
0.03 0.03 0.06
0.04 0.00 -0.05
0.03 0.02 -0.01
0.02 0.02 0.01
-0.04 0.00 0.03
-0.01 -0.03 -0.01
0.04 0.00 0.02
0.00 0.06 -0.04
-0.05 0.01 -0.02
-0.08 0.00 0.00
0.01 -0.03 0.01
0.06 -0.02 0.03
0.01 0.04 -0.05
0.06 -0.03 0.05
0.01 -0.03 0.00
0.16 0.09 0.06
-0.06 -0.10 0.08
-0.04 -0.07 0.07
0.05 -0.51 0.49
0.00 0.06 0.01
0.01 -0.08 -0.06
-0.05 -0.14 0.08
0.07 0.16 -0.11
-0.01 0.16 -0.11
0.02 0.14 0.28
-0.79 -0.68 -0.20
0.09 -0.14 -0.01
0.04 0.17 0.14
-0.01 -0.01 -0.12
0.10 -0.06 0.05
0.20 0.01 -0.15
-0.05 0.06 -0.05
0.03 -0.05 0.05
0.01 -0.02 -0.02
-0.13 0.12 0.13
-0.02 -0.03 -0.04
0.00 -0.03 0.00
-0.05 -0.01 0.03
-0.03 0.03 0.01
0.00 0.00 -0.03
-0.01 -0.02 0.01
-0.03 -0.01 0.00
0.00 0.03 0.00
0.00 0.01 0.06
0.01 -0.02 0.02
0.01 -0.03 -0.01
0.00 -0.02 -0.03
-0.25 -0.61 -0.37
-0.04 -0.04 0.87
-0.18 -0.18 -0.07
0.02 0.01 0.05
-0.01 0.03 0.04
-0.01 -0.01 0.07
0.10 0.22 -0.20
0.02 0.01 -0.05
0.01 0.03 0.01
0.01 0.00 0.04
-0.01 -0.03 0.01
-0.03 -0.03 -0.07

---

Here is C4H9NO in the gas phase in a non-equilibrium geometry from the Open Molecules 2025 dataset. Energies are from the ωB97M-V functional and the def2-TZVPD basis.

Kohn-Sham gap ... 10.32 eV
E_LUMO ... 0.95 eV
Total charge ... 0
2S+1 ... 1

Last column: Löwdin charge in e.
Geometry (Å):
N1 -1.772008 0.483336 0.826656  -0.004
C1 -1.013317 -0.582571 0.088882  -0.184
C2 0.447229 -0.171870 0.172157  -0.544
O1 0.879062 -0.122940 1.523922  -0.016
C3 1.518717 -0.627932 -0.789086  -0.059
C4 1.042674 0.816181 -0.786488  -0.083
H1 -2.714647 0.173202 1.021990  0.062
H2 -1.837026 1.297696 0.174754  0.092
H3 -1.155912 -1.486424 0.639207  0.107
H4 -1.356427 -0.733273 -0.949232  0.120
H5 0.055288 0.262359 1.911738  0.089
H6 2.454039 -0.756345 -0.205935  0.120
H7 1.252269 -1.242937 -1.636689  0.099
H8 1.711324 1.521938 -0.333113  0.098
H9 0.488735 1.169579 -1.658761  0.104

Force components x, y, z for each atom (eV/Å):
0.39 0.36 -1.44
0.05 1.27 -0.07
0.20 -0.78 -0.47
-1.39 0.57 -0.50
0.02 0.55 1.32
-0.14 -0.09 -0.14
-0.07 0.04 -0.02
-0.05 -0.80 0.97
-0.01 -0.79 0.29
0.21 0.10 0.27
0.88 -0.12 0.33
-0.55 -0.35 -1.00
0.27 -0.17 0.13
0.16 0.32 -0.01
0.03 -0.10 0.35

---

Question: Which of these has the lowest E_LUMO?
Answer: C44H67BN9O3Ta

---

What did the third record say?
Here is C4H9NO in the gas phase in a non-equilibrium geometry from the Open Molecules 2025 dataset. Energies are from the ωB97M-V functional and the def2-TZVPD basis.

Kohn-Sham gap ... 10.32 eV
E_LUMO ... 0.95 eV
Total charge ... 0
2S+1 ... 1

Last column: Löwdin charge in e.
Geometry (Å):
N1 -1.772008 0.483336 0.826656  -0.004
C1 -1.013317 -0.582571 0.088882  -0.184
C2 0.447229 -0.171870 0.172157  -0.544
O1 0.879062 -0.122940 1.523922  -0.016
C3 1.518717 -0.627932 -0.789086  -0.059
C4 1.042674 0.816181 -0.786488  -0.083
H1 -2.714647 0.173202 1.021990  0.062
H2 -1.837026 1.297696 0.174754  0.092
H3 -1.155912 -1.486424 0.639207  0.107
H4 -1.356427 -0.733273 -0.949232  0.120
H5 0.055288 0.262359 1.911738  0.089
H6 2.454039 -0.756345 -0.205935  0.120
H7 1.252269 -1.242937 -1.636689  0.099
H8 1.711324 1.521938 -0.333113  0.098
H9 0.488735 1.169579 -1.658761  0.104

Force components x, y, z for each atom (eV/Å):
0.39 0.36 -1.44
0.05 1.27 -0.07
0.20 -0.78 -0.47
-1.39 0.57 -0.50
0.02 0.55 1.32
-0.14 -0.09 -0.14
-0.07 0.04 -0.02
-0.05 -0.80 0.97
-0.01 -0.79 0.29
0.21 0.10 0.27
0.88 -0.12 0.33
-0.55 -0.35 -1.00
0.27 -0.17 0.13
0.16 0.32 -0.01
0.03 -0.10 0.35